1.
Formula: Cl2H2OSi
Source: OMol25
Level of theory: ωB97M-V with the def2-TZVPD basis set

Cartesian coordinates (Å):
O 0.17 -0.14 -0.39
Si -0.83 -1.27 -0.42
Cl -1.11 -2.49 1.16
H -1.23 -2.08 -1.63
Cl 1.34 3.58 0.40
H 1.66 2.39 0.87

E_LUMO   -1.012 eV
Strongest force on any atom   1.746 eV Å⁻¹
Highest occupied orbital energy   -11.29 eV

These are the Mulliken partial charges, in e, on atoms 1 to 2: -0.34 0.52

=====

2.
Formula: C7H17ClN2P
Source: OMol25
Level of theory: ωB97M-V with the def2-TZVPD basis set

Cartesian coordinates (Å):
C -0.55 -2.84 -1.15
C -1.92 -2.33 -0.67
C 0.48 -2.29 -0.29
C -2.01 -0.78 -0.71
C 0.43 -0.75 -0.20
C -0.98 -0.27 0.20
C 3.28 3.80 1.43
N -1.28 3.61 0.89
N -1.04 1.16 0.24
P -1.16 2.11 1.54
Cl 1.77 2.85 1.19
H -0.45 -3.83 -1.35
H -0.54 -2.48 -2.16
H -2.76 -2.92 -1.23
H -2.14 -2.67 0.42
H 0.31 -2.62 0.73
H 1.42 -2.74 -0.67
H -1.88 -0.68 -1.88
H -3.07 -0.37 -0.56
H 1.09 -0.29 0.49
H 0.58 -0.23 -1.21
H -1.08 -0.51 1.26
H 3.06 4.85 1.04
H 4.16 3.26 1.12
H 3.47 3.65 2.46
H -1.39 4.42 1.55
H -1.22 3.81 -0.16
H -0.98 1.75 -0.61

E_LUMO   -4.564 eV
Charge   +1
Strongest force on any atom   4.431 eV Å⁻¹
Highest occupied orbital energy   -13.60 eV

These are the Mulliken partial charges, in e, on atoms 1 to 2: -0.88 -0.60

=====

3.
Formula: C4H8O5
Source: OMol25
Level of theory: ωB97M-V with the def2-TZVPD basis set

Cartesian coordinates (Å):
C 5.88 2.14 2.88
C 4.85 1.00 2.68
C 5.15 -0.34 3.39
C 4.27 -1.50 2.90
O 3.34 -1.89 3.70
O 4.59 -1.94 1.79
H 5.51 3.03 2.34
H 5.99 2.40 3.94
H 6.87 1.87 2.48
H 3.87 1.36 3.02
H 4.78 0.81 1.59
H 6.18 -0.59 3.14
H 5.06 -0.17 4.47
H 2.55 -2.92 3.35
O 1.96 -3.78 2.98
O 0.95 -4.04 4.04
O 0.20 -5.00 3.76

E_LUMO (spin up / spin down)   -4.718 / 0.398 eV
Strongest force on any atom   4.764 eV Å⁻¹
Highest occupied orbital energy (spin up / spin down)   -9.14 / -9.80 eV

These are the Mulliken partial charges, in e, on atoms 1 to 2: -1.17 -0.38

=====

4.
Formula: CH3IOS
Source: OMol25
Level of theory: ωB97M-V with the def2-TZVPD basis set

Cartesian coordinates (Å):
C -0.06 0.70 -1.29
O 1.13 -0.12 2.35
S 0.74 -0.96 1.19
I -1.62 -1.80 1.44
H -0.93 0.99 -0.66
H -0.06 -0.05 -2.15
H 0.81 1.25 -0.88

E_LUMO (spin up / spin down)   -1.288 / -1.953 eV
2S+1   3
Strongest force on any atom   2.044 eV Å⁻¹
Highest occupied orbital energy (spin up / spin down)   -8.55 / -10.22 eV
Expectation value of S²   2.013

These are the Mulliken partial charges, in e, on atoms 1 to 2: -1.01 -0.33

=====

5.
Formula: C2H7O2
Source: OMol25
Level of theory: ωB97M-V with the def2-TZVPD basis set

Cartesian coordinates (Å):
O 4.98 1.31 -1.73
H 5.47 0.53 -1.47
H -3.46 0.29 0.07
H 5.18 1.94 -1.03
C -2.80 -0.53 0.17
C -1.37 -0.34 0.44
O -1.03 -0.41 1.65
H -3.32 -1.09 1.03
H -2.95 -1.25 -0.61
H -0.63 -0.18 -0.37
H -0.08 -0.27 1.85

E_LUMO   -6.573 eV
Charge   +1
Strongest force on any atom   3.480 eV Å⁻¹
Highest occupied orbital energy   -13.74 eV

These are the Mulliken partial charges, in e, on atoms 1 to 2: -0.65 0.33

=====

6.
Formula: CH5NP2
Source: OMol25
Level of theory: ωB97M-V with the def2-TZVPD basis set

Cartesian coordinates (Å):
C 1.68 -0.62 0.20
N 0.27 0.55 2.04
P 0.19 0.68 3.57
P 0.15 0.36 0.43
H 2.66 -0.07 0.37
H 1.60 -0.93 -0.95
H 1.66 -1.64 0.76
H -2.46 2.79 0.80
H -1.82 2.39 0.55

E_LUMO (spin up / spin down)   -0.702 / -0.735 eV
Strongest force on any atom   3.004 eV Å⁻¹
Highest occupied orbital energy (spin up / spin down)   -7.10 / -7.12 eV

These are the Mulliken partial charges, in e, on atoms 1 to 2: -0.80 0.18

=====

7.
Formula: C4H12ClNOSSi
Source: OMol25
Level of theory: ωB97M-V with the def2-TZVPD basis set

Cartesian coordinates (Å):
C -2.64 1.95 -0.41
S -2.08 0.34 -0.07
O -1.95 0.06 1.33
Cl -3.03 -1.36 -0.93
N -0.65 0.22 -0.77
Si 0.83 -0.27 0.09
C 0.58 -2.04 0.74
C 1.12 1.15 1.46
C 2.26 -0.23 -1.22
H -3.79 2.00 -0.46
H -2.25 2.11 -1.35
H -0.77 -0.03 -1.72
H 0.21 -2.49 -0.27
H 1.27 -2.58 1.31
H -0.16 -1.92 1.53
H 2.16 1.10 1.80
H 0.84 2.10 1.09
H 0.47 0.80 2.37
H 2.11 -1.26 -1.59
H 2.21 0.42 -2.11
H 3.25 -0.09 -0.83

E_LUMO   -0.209 eV
Strongest force on any atom   4.122 eV Å⁻¹
Highest occupied orbital energy   -8.96 eV

These are the Mulliken partial charges, in e, on atoms 1 to 2: -0.77 0.83

=====

8.
Formula: C9H17N2Y
Source: OMol25
Level of theory: ωB97M-V with the def2-TZVPD basis set

Cartesian coordinates (Å):
C 1.54 -1.80 -0.86
C 0.19 -2.09 -1.17
H 1.98 -2.18 0.06
H 2.26 -1.62 -1.65
H -0.13 -2.13 -2.21
H -0.41 -2.70 -0.50
Y 0.35 -0.06 -0.55
C 1.40 1.78 -1.31
C 0.94 1.00 -2.41
C -0.93 1.70 -1.25
C 0.25 2.16 -0.55
H 1.56 0.55 -3.18
H -1.14 0.50 -3.12
H -1.95 1.86 -0.93
C -0.50 0.99 -2.39
H 0.25 2.74 0.36
H 2.43 2.01 -1.07
N -1.64 -0.56 0.67
C -1.52 -0.02 2.01
C -0.17 -0.44 2.57
N 0.88 0.15 1.76
H -1.79 -1.60 0.75
H -2.49 -0.16 0.21
H -1.57 1.09 1.98
H -2.34 -0.40 2.65
H -0.06 -0.11 3.63
H -0.09 -1.55 2.54
H 0.95 1.17 1.99
H 1.79 -0.30 1.99

E_LUMO   -10.079 eV
Charge   +2
Strongest force on any atom   7.786 eV Å⁻¹
Highest occupied orbital energy   -17.02 eV

These are the Mulliken partial charges, in e, on atoms 1 to 2: -0.43 -0.42

=====

9.
Formula: C12H21Br2ClN3O4Pd
Source: OMol25
Level of theory: ωB97M-V with the def2-TZVPD basis set

Cartesian coordinates (Å):
Pd -0.46 1.88 0.73
Br -2.63 3.53 0.96
Br 1.42 3.86 1.37
Cl 2.09 -0.88 -0.23
O 1.14 0.12 0.14
O 1.54 -1.66 -1.33
O 3.32 -0.30 -0.67
O 2.44 -1.64 0.93
C 2.51 -0.61 6.54
C 1.94 -0.28 5.11
C 0.43 -0.05 5.15
C -0.05 0.60 3.94
N -0.46 1.13 3.01
H 1.76 -1.03 7.21
H 2.79 0.34 7.00
H 3.42 -1.21 6.51
H 2.17 -1.16 4.50
H 2.47 0.51 4.57
H 0.08 0.40 6.08
H 0.03 -1.07 5.12
C 0.64 3.65 -5.30
C -0.53 2.68 -5.26
C -0.39 1.59 -4.18
C -0.41 2.01 -2.78
N -0.44 2.38 -1.69
H 0.90 4.11 -4.35
H 0.45 4.56 -5.88
H 1.55 3.16 -5.65
H -0.86 2.36 -6.25
H -1.38 3.23 -4.84
H 0.63 1.22 -4.27
H -0.97 0.70 -4.41
C -1.94 -4.26 -1.99
C -1.63 -3.02 -1.08
C -2.73 -2.23 -0.32
C -2.26 -0.95 0.12
N -1.85 0.06 0.51
H -2.79 -4.07 -2.64
H -2.11 -5.13 -1.36
H -1.10 -4.32 -2.67
H -1.21 -2.18 -1.63
H -1.00 -3.24 -0.22
H -3.01 -2.81 0.56
H -3.51 -1.98 -1.04

E_LUMO (spin up / spin down)   2.405 / 1.857 eV
2S+1   3
Charge   -1
Strongest force on any atom   2.412 eV Å⁻¹
Highest occupied orbital energy (spin up / spin down)   -4.98 / -5.00 eV
Expectation value of S²   2.008

These are the Mulliken partial charges, in e, on atoms 1 to 2: 0.56 -0.52

=====

10.
Formula: C9H10O2S2
Source: OMol25
Level of theory: ωB97M-V with the def2-TZVPD basis set

Cartesian coordinates (Å):
C 3.81 0.72 0.25
C 2.48 0.17 -0.11
C 1.44 1.03 -0.45
C 0.17 0.49 -0.70
C -0.01 -0.90 -0.63
S -1.55 -1.63 -1.13
S -2.72 -1.64 0.62
C -2.87 0.10 0.99
C -3.57 0.92 -0.08
O -3.20 2.04 -0.33
O -4.69 0.42 -0.66
C 1.03 -1.77 -0.20
C 2.27 -1.21 0.04
H 3.94 0.75 1.35
H 3.97 1.71 -0.19
H 4.65 0.10 -0.12
H 1.58 2.09 -0.61
H -0.67 1.10 -0.99
H -3.41 0.15 1.96
H -1.89 0.56 1.16
H -4.71 -0.53 -0.50
H 0.85 -2.84 0.01
H 3.10 -1.85 0.33

E_LUMO   0.091 eV
Strongest force on any atom   1.445 eV Å⁻¹
Highest occupied orbital energy   -9.10 eV

These are the Mulliken partial charges, in e, on atoms 1 to 2: -1.41 0.99

=====

11.
Formula: C6H30NO9
Source: OMol25
Level of theory: ωB97M-V with the def2-TZVPD basis set

Cartesian coordinates (Å):
C 2.06 -0.63 -0.66
C 1.93 -1.74 0.41
C 1.79 -1.29 1.88
O 0.48 -0.97 2.37
C 0.85 0.32 -0.68
N 0.78 1.09 -1.97
C -0.16 2.21 -1.81
C 0.22 0.21 -3.03
H 1.91 -1.12 -1.62
H 3.00 -0.09 -0.70
H 2.82 -2.37 0.42
H 1.09 -2.38 0.12
H 2.44 -0.45 2.19
H 2.09 -2.08 2.59
H -0.04 -0.16 -0.24
H 0.99 1.10 0.05
H -0.58 2.53 -2.77
H -1.01 2.02 -1.15
H 0.46 3.08 -1.54
H 0.44 0.81 -3.92
H 0.71 -0.75 -3.13
H -0.83 -0.10 -3.01
H -2.02 -0.93 2.52
H -1.06 -1.70 1.62
O -1.98 -1.71 1.96
H -3.08 0.19 0.51
H -3.14 -1.24 0.74
O -3.59 -0.57 0.18
H -1.72 1.46 2.27
H -3.31 1.52 2.74
O -2.72 1.06 2.13
H -0.20 -2.50 -1.81
H -1.60 -3.07 -1.88
O -0.75 -3.09 -2.34
H -0.16 1.42 3.60
H 0.19 0.06 2.33
O -0.34 1.40 2.65
H 0.84 2.60 1.90
H 2.36 2.74 1.93
O 1.57 3.27 2.00
H -3.02 -2.93 -0.02
H -3.71 -2.13 -1.11
O -3.26 -2.98 -0.97
H 3.08 2.16 -2.18
H 2.70 2.96 -1.04
O 3.49 2.77 -1.55

E_LUMO   3.085 eV
Charge   -1
Strongest force on any atom   3.021 eV Å⁻¹
Highest occupied orbital energy   -6.37 eV

These are the Mulliken partial charges, in e, on atoms 1 to 2: -0.52 -0.45

=====

12.
Formula: C3H12NO4
Source: OMol25
Level of theory: ωB97M-V with the def2-TZVPD basis set

Cartesian coordinates (Å):
O 1.54 0.88 0.56
C 1.60 0.98 -0.83
C 0.42 0.17 -1.34
N -0.56 -0.02 -0.22
C -1.59 -1.02 -0.59
O 2.52 1.64 -1.38
H 2.31 1.42 1.06
H 0.81 -0.86 -1.87
H -0.13 0.77 -2.13
H 0.00 -0.38 0.66
H -1.08 0.92 0.10
H -2.19 -1.27 0.24
H -1.07 -1.98 -0.98
H -2.23 -0.50 -1.34
H -1.25 1.81 2.42
H -1.22 2.82 1.34
O -1.41 1.91 1.50
H 0.92 -2.77 1.72
H 1.71 -2.09 0.32
O 0.89 -2.42 0.75

E_LUMO   -3.289 eV
Charge   +1
Strongest force on any atom   5.475 eV Å⁻¹
Highest occupied orbital energy   -14.81 eV

These are the Mulliken partial charges, in e, on atoms 1 to 2: -0.50 0.42